(1)
The molecule C4H6O at a distorted geometry. Source: the Open Molecules 2025 dataset; level of theory: ωB97M-V/def2-TZVPD.

```
11
C4H6O | the Open Molecules 2025 dataset | ωB97M-V/def2-TZVPD
C 0.61008 -0.79233 -0.04109
C -0.68417 -0.64880 0.28057
C 2.01988 -0.25294 -0.12006
C -1.37162 0.51834 -0.44310
O 2.38260 0.70355 0.59562
H -1.27169 -1.38019 0.81154
H 2.66979 -0.75985 -0.92515
H 0.46080 0.18072 -0.84407
H -1.10434 1.39029 0.12337
H -2.43094 0.50502 -0.15307
H -1.21144 0.63601 -1.54971
```

Computed properties:
- Gap between HOMO and LUMO: 10.271 eV
- Relative energy (zero: lowest compared OMol25 entry of this formula, charge and spin): 353.1 kJ/mol
- SMILES: C/C=C\C=O
- LUMO energy: 0.487 eV
- Total energy: -6288.2584 eV

Atom charges from the natural (NBO) analysis, given in e for atoms 1 to 6:
1 C -0.30
2 C -0.13
3 C 0.36
4 C -0.69
5 O -0.57
6 H 0.21


(2)
A cluster of 2 separate species, C4H9NO3P in total at a distorted geometry. Source: the Open Molecules 2025 dataset; level of theory: ωB97M-V/def2-TZVPD.

```
18
C4H9NO3P | the Open Molecules 2025 dataset | ωB97M-V/def2-TZVPD
C 2.01316 0.04745 0.56035
C 1.38607 -1.29963 0.67690
C 0.51679 -0.11102 0.62582
C -0.62349 0.24664 1.64497
N -1.75866 -0.24032 0.94197
O -2.07265 -0.64307 -2.07722
O -1.46193 1.89010 -1.82542
O -0.04502 0.31024 -3.27574
P -1.06303 0.46292 -1.94970
H 2.43934 0.46730 1.46575
H 2.49645 0.35885 -0.44434
H 1.63996 -1.94683 -0.20578
H 1.43490 -1.95308 1.64826
H -0.57078 1.36205 1.86326
H -0.46694 -0.25538 2.55343
H -1.69077 -0.00332 -0.02993
H -2.64079 0.18441 1.29513
H 0.46738 1.12269 -3.46769
```

Computed properties:
- Net charge: -1
- Gap between HOMO and LUMO (alpha / beta): 7.516 / 6.688 eV
- Relative energy (zero: lowest compared OMol25 entry of this formula, charge and spin): 419.7 kJ/mol
- LUMO energy (alpha / beta): 3.602 / 3.604 eV
- Total energy: -21214.7998 eV

Atom charges from the natural (NBO) analysis, given in e for atoms 1 to 6:
1 C -0.49
2 C -0.48
3 C -0.08
4 C -0.26
5 N -0.82
6 O -1.11


(3)
The molecule C5H7NO at a distorted geometry. Source: the Open Molecules 2025 dataset; level of theory: ωB97M-V/def2-TZVPD.

```
14
C5H7NO | the Open Molecules 2025 dataset | ωB97M-V/def2-TZVPD
O -2.21727 0.50467 0.82332
C -2.05640 -0.40123 -0.17490
C -0.86803 -0.97335 -0.34546
C 1.47434 -0.54028 0.19457
C 1.35020 0.64884 -0.69649
C 0.77270 0.64428 0.68237
N 0.14306 -0.73447 0.64467
H -2.90879 -0.54874 -0.83816
H -0.64601 -1.57187 -1.21634
H 2.31518 -0.99679 0.68711
H 0.67954 0.65237 -1.55653
H 2.26905 1.21229 -0.81079
H -1.30075 0.84930 1.00340
H 1.05309 1.23002 1.55782
```

Computed properties:
- Gap between HOMO and LUMO: 9.366 eV
- Relative energy (zero: lowest compared OMol25 entry of this formula, charge and spin): 394.4 kJ/mol
- SMILES: O/C=C\N1[C@@H]2C[C@@H]21
- LUMO energy: 1.029 eV
- Total energy: -8832.1148 eV

Atom charges from the natural (NBO) analysis, given in e for atoms 1 to 6:
1 O -0.69
2 C 0.12
3 C -0.17
4 C -0.07
5 C -0.42
6 C -0.17


Please write out number 1 again, unchanged.
The molecule C4H6O at a distorted geometry. Source: the Open Molecules 2025 dataset; level of theory: ωB97M-V/def2-TZVPD.

```
11
C4H6O | the Open Molecules 2025 dataset | ωB97M-V/def2-TZVPD
C 0.61008 -0.79233 -0.04109
C -0.68417 -0.64880 0.28057
C 2.01988 -0.25294 -0.12006
C -1.37162 0.51834 -0.44310
O 2.38260 0.70355 0.59562
H -1.27169 -1.38019 0.81154
H 2.66979 -0.75985 -0.92515
H 0.46080 0.18072 -0.84407
H -1.10434 1.39029 0.12337
H -2.43094 0.50502 -0.15307
H -1.21144 0.63601 -1.54971
```

Computed properties:
- Gap between HOMO and LUMO: 10.271 eV
- Relative energy (zero: lowest compared OMol25 entry of this formula, charge and spin): 353.1 kJ/mol
- SMILES: C/C=C\C=O
- LUMO energy: 0.487 eV
- Total energy: -6288.2584 eV

Atom charges from the natural (NBO) analysis, given in e for atoms 1 to 6:
1 C -0.30
2 C -0.13
3 C 0.36
4 C -0.69
5 O -0.57
6 H 0.21


> Which of these has the lowest total energy?

C4H9NO3P